(1)
{"formula": "C38H49EuNO2PS4", "method": "ωB97M-V/def2-TZVPD", "symbols": ["Eu", "S", "S", "S", "S", "P", "O", "O", "N", "C", "C", "C", "C", "C", "C", "C", "C", "C", "C", "C", "C", "C", "C", "C", "C", "C", "C", "C", "C", "C", "C", "C", "C", "C", "C", "C", "C", "C", "C", "C", "C", "C", "C", "C", "C", "C", "C", "H", "H", "H", "H", "H", "H", "H", "H", "H", "H", "H", "H", "H", "H", "H", "H", "H", "H", "H", "H", "H", "H", "H", "H", "H", "H", "H", "H", "H", "H", "H", "H", "H", "H", "H", "H", "H", "H", "H", "H", "H", "H", "H", "H", "H", "H", "H", "H", "H"], "positions_angstrom": [[-6.579, 7.363, 18.077], [-7.571, 9.853, 16.647], [-5.399, 5.043, 16.292], [-9.137, 7.013, 16.603], [-4.921, 5.391, 19.650], [-10.771, 4.939, 20.197], [-5.630, 9.225, 19.060], [-7.429, 8.267, 20.077], [-4.998, 8.262, 15.859], [-9.959, 2.384, 23.451], [-4.673, 3.874, 17.348], [-12.500, 5.486, 19.990], [-5.373, 9.364, 15.155], [-9.793, 8.427, 12.945], [-12.360, 6.938, 19.349], [-9.639, 7.555, 14.007], [-3.245, 1.874, 18.580], [-10.498, 2.240, 16.980], [-9.000, 2.825, 19.531], [-13.643, 4.635, 19.340], [-9.245, 4.930, 22.449], [-3.960, 6.063, 16.025], [-8.471, 10.093, 14.111], [-14.749, 5.636, 18.816], [-9.649, 1.202, 17.678], [-3.515, 3.017, 19.286], [-10.487, 3.356, 19.259], [-10.974, 2.987, 22.403], [-10.645, 4.430, 22.008], [-3.752, 1.678, 17.286], [-8.514, 1.819, 18.465], [-10.670, 3.575, 17.748], [-9.157, 9.644, 12.991], [-13.645, 7.748, 19.711], [-9.631, 3.417, 24.574], [-9.058, 4.711, 23.979], [-4.255, 4.112, 18.745], [-6.116, 10.467, 15.827], [-5.090, 9.405, 13.720], [-8.431, 9.263, 15.225], [-6.548, 9.176, 19.980], [-14.949, 6.904, 19.732], [-4.059, 7.275, 13.864], [-4.419, 2.687, 16.637], [-4.336, 7.289, 15.272], [-4.421, 8.383, 13.096], [-8.976, 7.960, 15.213], [-15.227, 6.589, 20.738], [-11.227, 2.616, 19.564], [-3.567, 0.761, 16.802], [-10.107, 6.601, 13.992], [-11.143, 2.314, 21.572], [-13.708, 8.574, 18.960], [-3.532, 6.298, 17.018], [-15.811, 7.507, 19.362], [-14.066, 3.860, 20.000], [-4.169, 8.512, 12.013], [-9.214, 6.021, 22.189], [-10.519, 1.519, 23.865], [-9.821, 4.267, 17.450], [-13.254, 4.017, 18.473], [-5.320, 10.327, 13.187], [-12.025, 3.052, 22.829], [-2.644, 1.069, 19.047], [-7.980, 4.797, 24.083], [-8.786, 2.975, 25.168], [-13.441, 8.223, 20.714], [-10.394, 8.224, 12.035], [-10.373, 0.691, 18.360], [-8.848, 2.381, 20.558], [-5.517, 10.981, 16.585], [-10.064, 2.571, 15.992], [-3.124, 3.060, 20.305], [-6.336, 11.189, 15.090], [-7.905, 1.052, 18.967], [-3.206, 5.426, 15.495], [-8.357, 3.701, 19.557], [-3.349, 6.486, 13.484], [-8.923, 2.182, 23.043], [-8.445, 4.414, 21.857], [-6.542, 9.897, 20.833], [-7.806, 2.341, 17.760], [-11.473, 1.856, 16.766], [-9.398, 5.571, 24.631], [-11.601, 4.084, 17.385], [-9.262, 0.451, 17.014], [-4.747, 2.683, 15.611], [-11.458, 7.343, 19.817], [-14.464, 5.889, 17.781], [-9.030, 10.256, 12.072], [-11.399, 5.031, 22.460], [-12.188, 6.817, 18.249], [-12.855, 5.690, 21.036], [-15.665, 4.996, 18.832], [-8.086, 11.089, 14.176], [-10.534, 3.705, 25.235]], "homo_ev": [-7.3691, -7.3703], "s_squared": 12.02, "max_force_ev_per_a": 3.72, "lumo_ev": [-1.829, -0.239], "multiplicity": 7, "e_above_lowest_kj_mol": 123.2, "gap_ev": [5.54, 7.13]}

---

(2)
{"formula": "C38H50BrClFN15O5P", "method": "ωB97M-V/def2-TZVPD", "symbols": ["Br", "Cl", "P", "F", "O", "O", "O", "O", "O", "N", "N", "N", "N", "N", "N", "N", "N", "N", "N", "N", "N", "N", "N", "N", "C", "C", "C", "C", "C", "C", "C", "C", "C", "C", "C", "C", "C", "C", "C", "C", "C", "C", "C", "C", "C", "C", "C", "C", "C", "C", "C", "C", "C", "C", "C", "C", "C", "C", "C", "C", "C", "C", "H", "H", "H", "H", "H", "H", "H", "H", "H", "H", "H", "H", "H", "H", "H", "H", "H", "H", "H", "H", "H", "H", "H", "H", "H", "H", "H", "H", "H", "H", "H", "H", "H", "H", "H", "H", "H", "H", "H", "H", "H", "H", "H", "H", "H", "H", "H", "H", "H", "H"], "positions_angstrom": [[5.669, -4.733, 4.029], [0.016, -1.789, 5.399], [0.995, -3.217, 4.087], [5.666, 1.467, -0.832], [2.116, 0.430, -1.315], [2.297, -3.806, 5.051], [-3.421, -1.920, 0.455], [3.874, -4.566, 1.633], [-1.048, 2.563, -0.328], [2.691, 2.356, -11.639], [-4.627, -1.668, 0.132], [-5.116, -0.355, -3.723], [-1.231, 3.338, 4.299], [-1.093, 7.209, -3.056], [-3.673, -3.212, 5.251], [2.230, -1.066, -3.656], [2.898, -1.821, 2.103], [4.191, -3.960, -7.227], [6.031, 1.374, -7.128], [-0.818, -0.135, -0.472], [-10.250, -2.849, -0.901], [-4.409, 6.352, 3.816], [8.497, 2.926, -0.608], [-6.203, -2.615, 10.764], [-1.004, 1.212, -0.162], [-2.330, 4.836, 2.229], [4.623, -0.634, 0.206], [5.162, 0.515, -6.816], [-6.701, -1.936, 9.826], [3.776, 2.357, -10.996], [4.985, 0.975, 0.425], [7.398, 4.423, -2.678], [4.090, -2.292, 2.902], [-3.237, -2.790, 7.965], [5.084, 2.357, -10.221], [-7.302, -1.118, 8.694], [1.888, -0.389, -0.112], [-4.221, 6.104, 5.038], [-0.697, 4.461, -2.894], [-5.829, -1.320, -0.020], [-3.859, -0.304, -3.641], [5.913, 1.227, 1.753], [-1.729, 4.017, 3.360], [3.135, -1.001, 0.817], [-7.278, -0.900, -0.202], [5.276, -3.959, -6.584], [-2.344, -0.242, -3.543], [1.472, -2.170, 2.581], [-3.475, -3.021, 6.482], [-9.289, -4.718, -2.721], [0.150, -1.616, 1.711], [7.999, 3.605, -1.546], [-3.993, 5.805, 6.511], [0.344, -0.691, 0.330], [-2.243, -2.716, 0.919], [4.426, -3.881, 2.661], [-0.913, 5.963, -2.983], [6.584, -3.959, -5.809], [-9.814, -3.696, -1.726], [2.102, -0.383, -2.545], [4.114, -0.520, -6.441], [-1.415, -1.902, 2.105], [-9.995, -4.830, -3.549], [-1.918, -0.827, 2.240], [-7.330, 0.003, -0.817], [8.177, 4.694, -3.396], [-3.114, 5.166, 6.630], [6.390, -4.155, -4.751], [-2.780, 5.749, 2.628], [-4.865, 5.292, 6.926], [-2.018, -0.613, -2.568], [-1.337, 3.949, -3.618], [-2.616, -3.592, 8.372], [-2.639, -3.769, 1.293], [-1.894, -0.858, -4.327], [-2.004, 0.790, -3.663], [-3.198, -0.930, 0.466], [-8.324, -4.391, -3.118], [4.890, 2.161, -9.163], [6.995, 1.498, 1.361], [-8.072, -1.700, 8.181], [4.033, -0.591, -5.352], [-0.942, 4.108, -1.889], [4.395, -1.498, -6.841], [5.575, 3.330, -10.319], [3.142, -0.233, -6.852], [-7.839, -1.699, -0.696], [6.948, 5.336, -2.279], [-1.595, -2.479, 3.102], [-7.733, -0.695, 0.771], [-1.552, 5.107, 1.511], [-3.101, 4.253, 1.716], [7.075, -2.986, -5.907], [2.444, -3.152, 5.823], [3.960, 1.548, 0.621], [-9.162, -5.686, -2.229], [3.856, -2.013, 4.039], [-1.555, -2.851, -0.024], [5.099, -1.715, 2.683], [7.249, -4.734, -6.199], [5.749, 1.582, -10.611], [5.491, 2.155, 2.328], [-6.523, -0.847, 7.976], [-4.192, -2.774, 8.498], [5.998, 0.251, 2.432], [-3.833, 6.737, 7.060], [0.348, 4.221, -3.111], [-7.752, -0.204, 9.093], [4.562, -0.769, -0.977], [-2.729, -1.834, 8.117], [6.628, 3.841, -3.191], [5.478, -1.349, 0.568]], "homo_ev": -8.0017, "max_force_ev_per_a": 18.79, "total_charge": 1, "lumo_ev": -5.155, "gap_ev": 2.85}

---

(3)
{"formula": "C38H50Cl2NO6P2V", "method": "ωB97M-V/def2-TZVPD", "symbols": ["V", "Cl", "Cl", "P", "P", "O", "O", "O", "O", "O", "O", "N", "C", "C", "C", "C", "C", "C", "C", "C", "C", "C", "C", "C", "C", "C", "C", "C", "C", "C", "C", "C", "C", "C", "C", "C", "C", "C", "C", "C", "C", "C", "C", "C", "C", "C", "C", "C", "C", "C", "H", "H", "H", "H", "H", "H", "H", "H", "H", "H", "H", "H", "H", "H", "H", "H", "H", "H", "H", "H", "H", "H", "H", "H", "H", "H", "H", "H", "H", "H", "H", "H", "H", "H", "H", "H", "H", "H", "H", "H", "H", "H", "H", "H", "H", "H", "H", "H", "H", "H"], "positions_angstrom": [[0.891, 0.417, -1.699], [2.987, 2.817, -1.147], [-2.084, 3.924, -4.066], [-1.780, 2.054, 0.022], [0.763, -1.362, 1.873], [-2.404, 2.276, 1.359], [0.495, 2.301, -3.073], [-0.817, 0.550, -2.886], [-2.929, 1.982, -1.122], [-0.811, 0.923, -0.148], [-1.040, 3.363, -0.542], [2.421, -0.180, -2.936], [-2.816, -0.581, 3.522], [2.657, -4.791, 0.560], [-2.367, 5.242, 0.196], [-1.535, 2.250, -4.369], [3.767, -0.188, -4.746], [-0.094, 5.469, -0.850], [1.549, -2.509, 5.797], [-0.971, 4.644, 0.084], [1.374, -2.746, 0.846], [4.052, -0.640, -1.082], [3.717, -0.358, -2.515], [-1.763, -2.857, 2.252], [-3.567, -0.310, -0.455], [-5.189, 1.595, -0.524], [-3.948, 0.984, -1.168], [-3.037, -2.858, 2.820], [-3.560, -1.746, 3.464], [0.322, -1.621, -1.159], [2.466, -0.078, -4.308], [2.945, -1.408, 3.642], [-0.988, -1.689, 2.358], [-1.307, -4.117, 1.563], [-1.550, -0.562, 2.960], [1.121, -2.670, -0.542], [4.574, -0.365, -3.592], [2.435, -4.717, -0.815], [0.913, -2.291, 4.580], [-4.181, 0.696, -2.645], [1.249, 0.005, -5.178], [1.879, 1.613, -0.333], [-0.554, 1.707, -3.343], [-0.304, 4.528, 1.451], [2.125, -3.800, 1.367], [3.731, -0.819, 2.505], [3.569, -1.632, 4.865], [1.688, -3.684, -1.342], [1.587, -1.747, 3.489], [2.885, -2.178, 5.942], [-3.333, -0.120, 0.591], [-3.247, 0.357, -3.095], [0.994, -2.937, 6.624], [-0.630, 5.725, -1.764], [-4.405, -1.009, -0.513], [2.494, 1.084, 0.395], [3.844, -1.537, 1.690], [-1.027, 2.261, -5.331], [3.186, -1.056, -0.564], [-2.691, -0.760, -0.921], [-2.305, 6.264, 0.580], [-4.976, 1.821, 0.522], [5.645, -0.502, -3.553], [-0.859, 3.832, 2.080], [4.724, -0.513, 2.835], [-2.835, 5.259, -0.791], [-0.983, 0.361, 2.962], [-2.979, 4.634, 0.864], [-0.977, -3.920, 0.545], [1.148, 2.206, 0.209], [-3.640, -3.756, 2.735], [-0.511, -1.280, -0.540], [0.788, 4.888, -1.123], [-4.561, -1.781, 3.878], [-4.943, -0.078, -2.763], [3.219, 0.048, 2.086], [-6.034, 0.903, -0.581], [4.614, -1.364, 4.972], [0.373, -0.415, -4.684], [-0.035, -1.911, -2.151], [-2.132, -4.832, 1.525], [2.295, -3.852, 2.437], [1.009, 1.035, -5.462], [3.228, -5.604, 0.993], [4.092, -0.161, -5.778], [1.534, -3.623, -2.414], [-4.516, 1.601, -3.159], [4.858, -1.376, -1.027], [-3.227, 0.321, 3.956], [0.220, 6.389, -0.350], [4.372, 0.255, -0.543], [2.850, -5.471, -1.475], [-5.453, 2.523, -1.035], [1.423, -0.559, -6.098], [0.721, 4.171, 1.334], [3.394, -2.340, 6.885], [-0.279, 5.510, 1.931], [-0.471, -4.584, 2.083], [-2.412, 1.613, -4.409], [-0.133, -2.553, 4.483]], "homo_ev": [-1.7515, -1.7392], "s_squared": 2.02, "max_force_ev_per_a": 0.93, "total_charge": -2, "lumo_ev": [4.320, 4.320], "multiplicity": 3, "e_above_lowest_kj_mol": 40.6, "gap_ev": [6.07, 6.06]}

---

(4)
{"formula": "C38H50CoF5N4O2SSe", "method": "ωB97M-V/def2-TZVPD", "symbols": ["Se", "Co", "S", "F", "F", "F", "F", "F", "O", "O", "N", "N", "N", "N", "C", "C", "C", "C", "C", "C", "C", "C", "C", "C", "C", "C", "C", "C", "C", "C", "C", "C", "C", "C", "C", "C", "C", "C", "C", "C", "C", "C", "C", "C", "C", "C", "C", "C", "C", "C", "C", "C", "H", "H", "H", "H", "H", "H", "H", "H", "H", "H", "H", "H", "H", "H", "H", "H", "H", "H", "H", "H", "H", "H", "H", "H", "H", "H", "H", "H", "H", "H", "H", "H", "H", "H", "H", "H", "H", "H", "H", "H", "H", "H", "H", "H", "H", "H", "H", "H", "H", "H"], "positions_angstrom": [[0.666, -0.032, 1.611], [0.989, -2.188, 0.159], [-0.919, -5.236, 1.999], [0.101, -3.751, -2.088], [0.375, -5.948, -0.888], [2.257, -3.375, -2.098], [2.029, -5.289, 0.362], [2.362, -5.783, -1.711], [-0.862, -2.185, 0.013], [1.053, -0.692, -1.310], [2.889, -1.975, 0.401], [1.436, -3.080, 2.367], [-0.525, -5.080, 4.604], [0.854, -3.764, 3.376], [2.161, 4.803, -0.357], [-2.721, -1.808, -2.411], [1.556, 1.479, -2.186], [1.193, -3.704, -1.240], [1.252, 0.562, -1.121], [5.074, -0.352, 0.987], [-3.730, 2.725, 3.085], [2.552, -2.528, 2.711], [1.457, 2.471, 0.445], [1.835, 2.797, -1.874], [1.845, 2.126, -4.628], [-4.385, 1.808, 2.049], [-2.053, 0.775, 1.796], [3.666, -1.474, -0.559], [3.094, -2.662, 4.107], [0.151, 0.428, -3.972], [1.942, 5.227, 1.099], [-5.024, -1.697, -1.490], [2.600, -0.099, -3.842], [-1.651, -1.231, 0.398], [4.344, -0.943, 1.993], [1.541, 0.996, -3.641], [1.477, -5.183, -0.868], [1.293, 5.709, -1.244], [-3.400, 0.786, 1.483], [-3.825, -0.162, 0.546], [-4.919, 2.687, 0.907], [1.807, 3.335, -0.580], [-3.022, -1.133, -0.025], [-3.499, -3.498, -0.744], [3.285, -1.808, 1.693], [4.768, -0.677, -0.327], [-3.567, -2.024, -1.146], [1.177, 1.141, 0.171], [-5.553, 1.080, 2.727], [-1.214, -0.186, 1.246], [3.639, 5.039, -0.705], [-0.183, -4.642, 3.331], [-4.006, -3.670, 0.208], [-1.610, 1.516, 2.447], [-4.855, -0.100, 0.219], [-6.095, 0.452, 2.019], [4.552, -0.695, 3.024], [1.257, -3.639, 4.294], [3.905, 6.088, -0.545], [1.823, 1.722, -5.643], [-5.425, 2.084, 0.151], [1.386, 2.799, 1.474], [1.507, 6.760, -1.029], [-5.183, 0.441, 3.532], [-2.740, -0.758, -2.712], [-6.260, 1.800, 3.152], [-5.132, -0.667, -1.836], [2.600, 4.675, 1.772], [0.235, 5.523, -1.056], [-3.335, 2.151, 3.925], [0.113, 0.089, -5.012], [-0.072, -0.416, -3.323], [-5.354, -2.359, -2.293], [2.841, 2.544, -4.459], [3.840, 4.790, -1.749], [2.088, 3.471, -2.684], [-4.091, 3.211, 0.426], [3.206, -3.717, 4.371], [3.588, 0.269, -3.550], [-1.349, -5.657, 4.574], [-5.630, 3.428, 1.287], [2.638, -0.404, -4.892], [3.367, -1.698, -1.569], [-3.967, -4.126, -1.509], [-4.469, 3.432, 3.470], [0.908, 5.053, 1.401], [-2.916, 3.299, 2.640], [-2.462, -3.797, -0.647], [4.073, -2.200, 4.186], [4.281, 4.416, -0.079], [-0.564, -4.372, 5.326], [-5.684, -1.859, -0.634], [2.438, -2.184, 4.841], [-0.617, 1.192, -3.824], [5.861, 0.354, 1.218], [2.343, -0.967, -3.240], [2.158, 6.293, 1.212], [1.489, 5.536, -2.303], [-1.690, -2.102, -2.231], [-3.114, -2.416, -3.232], [1.108, 2.930, -4.568], [5.347, -0.299, -1.157]], "homo_ev": [-4.1620, -4.1494], "s_squared": 0.76, "max_force_ev_per_a": 1.63, "total_charge": -1, "lumo_ev": [1.653, 1.661], "multiplicity": 2, "e_above_lowest_kj_mol": 106.1, "gap_ev": [5.81, 5.81]}

---

Short version: electronic energy = -117745.851 -167331.395 -123310.761 -177672.189 eV, in the order given.